Computed, not measured: C2H3I3O as an isolated structure in a non-equilibrium geometry, with ωB97M-V with the def2-TZVPD basis set.

The net charge is 0. The energy relative to the best compared isomer or geometry (same formula, charge and spin) is 95.9 kJ/mol. The lowest unoccupied orbital energy is -1.465 eV. The calculation puts the HOMO energy at -0.31903 hartree. The calculation puts the gap between HOMO and LUMO at 7.217 eV.

The geometry in XYZ format:
```
9
C2H3I3O | the OMol25 dataset | ωB97M-V with the def2-TZVPD basis set
C -0.55143 0.19820 -0.71623
C 0.49932 0.32081 0.30549
O 0.13524 0.28281 1.57629
I -2.00954 -1.26417 -0.15506
I 1.84501 -2.07858 -0.28938
I 1.92675 1.83195 -0.20708
H -1.20255 1.18363 -0.67243
H -0.09417 -0.21961 -1.72141
H -0.54862 -0.25504 1.87980
```

Let us look at the natural (NBO) charges, expressed in e, one per atom: -0.73 0.27 -0.70 0.12 -0.34 0.27 0.27 0.31 0.52

Computed, not measured: a 2-piece molecular cluster, C2H3IN2 overall in a non-equilibrium geometry, with ωB97M-V with the def2-TZVPD basis set.

The net charge is 0. The energy relative to the best compared isomer or geometry (same formula, charge and spin) is 255.3 kJ/mol. The lowest unoccupied orbital energy (alpha / beta) is 0.421 / -3.582 eV. The calculation puts the HOMO energy (alpha / beta) at -0.34733 / -0.25541 hartree. The calculation puts the gap between HOMO and LUMO (alpha / beta) at 9.873 / 3.368 eV.

The geometry in XYZ format:
```
8
C2H3IN2 | the OMol25 dataset | ωB97M-V with the def2-TZVPD basis set
C 1.84254 -0.01962 0.09708
C 0.63610 -0.50842 -0.36983
N 1.49124 1.00784 0.89657
N -0.46849 -0.73292 -0.79100
I -5.39948 0.54090 0.06515
H 2.79312 -0.38330 -0.03754
H 0.47312 1.28380 0.85606
H -1.36814 -1.18827 -0.71649
```

Let us look at the natural (NBO) charges, expressed in e, one per atom: -0.20 0.46 -0.60 -0.65 0.00 0.22 0.33 0.44

Computed, not measured: an isolated ion of composition C2H3INO2 and charge +1 in a non-equilibrium geometry, with ωB97M-V with the def2-TZVPD basis set.

The net charge is +1. The energy relative to the best compared isomer or geometry (same formula, charge and spin) is 152.9 kJ/mol. The lowest unoccupied orbital energy is -8.756 eV. The calculation puts the HOMO energy at -0.54757 hartree. The calculation puts the gap between HOMO and LUMO at 6.144 eV.

The geometry in XYZ format:
```
9
C2H3INO2 | the OMol25 dataset | ωB97M-V with the def2-TZVPD basis set
C -0.95660 -0.88108 2.15475
C 0.14150 0.35146 0.32112
N 0.27174 -0.47381 1.45092
O -2.06546 -0.99664 1.57153
O 1.35292 -0.79076 1.89859
I -0.63306 -1.54792 4.13307
H -0.56497 1.16390 0.48922
H -0.11782 -0.26719 -0.59846
H 0.99750 0.89992 0.05401
```

Let us look at the natural (NBO) charges, expressed in e, one per atom: 0.38 -0.52 0.26 -0.38 -0.01 0.37 0.29 0.32 0.28

Computed, not measured: a 2-piece molecular cluster, C2H3INOS overall in a non-equilibrium geometry, with ωB97M-V with the def2-TZVPD basis set.

The net charge is +1. The energy relative to the best compared isomer or geometry (same formula, charge and spin) is 165.7 kJ/mol. The lowest unoccupied orbital energy (alpha / beta) is -6.931 / -6.943 eV. The calculation puts the HOMO energy (alpha / beta) at -0.47785 / -0.47787 hartree. The calculation puts the gap between HOMO and LUMO (alpha / beta) at 6.072 / 6.060 eV.

The geometry in XYZ format:
```
9
C2H3INOS | the OMol25 dataset | ωB97M-V with the def2-TZVPD basis set
C -1.31255 -0.51825 -0.01516
C -2.45735 -0.92204 0.26973
N 0.03195 -0.08752 0.24272
O -3.57223 -1.25058 0.35572
S -4.56277 -1.24131 -2.02114
I -2.62359 -0.25264 -2.74652
H 0.59030 -0.97091 0.19870
H 0.32280 0.43372 1.17998
H 0.26457 0.47962 -0.69329
```

Let us look at the natural (NBO) charges, expressed in e, one per atom: -0.27 0.54 -0.72 -0.45 0.03 0.45 0.46 0.48 0.48

Computed, not measured: one molecule with the formula C2H3IO in a non-equilibrium geometry, with ωB97M-V with the def2-TZVPD basis set.

The net charge is 0. The energy relative to the best compared isomer or geometry (same formula, charge and spin) is 383.1 kJ/mol. The lowest unoccupied orbital energy (alpha / beta) is 0.307 / 0.334 eV. The calculation puts the HOMO energy (alpha / beta) at -0.29051 / -0.28246 hartree. The calculation puts the gap between HOMO and LUMO (alpha / beta) at 8.212 / 8.020 eV.

The geometry in XYZ format:
```
7
C2H3IO | the OMol25 dataset | ωB97M-V with the def2-TZVPD basis set
C 1.11821 0.04104 0.85715
C -0.91096 -0.24483 -0.75530
O -0.06334 0.17653 0.20531
I -2.56455 0.98917 -1.06913
H 1.19982 0.66554 1.72190
H 1.83047 -0.71377 0.58126
H -0.60965 -0.91369 -1.54118
```

Let us look at the natural (NBO) charges, expressed in e, one per atom: -0.10 -0.10 -0.45 0.13 0.18 0.16 0.18

Computed, not measured: C2H3IO as an isolated structure in a non-equilibrium geometry, with ωB97M-V with the def2-TZVPD basis set.

The net charge is 0. The energy relative to the best compared isomer or geometry (same formula, charge and spin) is 196.2 kJ/mol. The lowest unoccupied orbital energy is 0.434 eV. The calculation puts the HOMO energy at -0.32379 hartree. The calculation puts the gap between HOMO and LUMO at 9.245 eV.

The geometry in XYZ format:
```
7
C2H3IO | the OMol25 dataset | ωB97M-V with the def2-TZVPD basis set
C 0.56052 0.96080 -0.23896
C -0.18794 -0.83653 0.33494
O 1.60512 1.13773 -0.72529
I -2.03618 -0.67836 -0.49052
H -0.32358 1.57022 -0.21424
H 0.44211 -1.53899 -0.05585
H -0.06005 -0.61488 1.38991
```

Let us look at the natural (NBO) charges, expressed in e, one per atom: 0.48 -0.71 -0.47 0.16 0.12 0.21 0.22

Computed, not measured: C2H3IO as an isolated structure in a non-equilibrium geometry, with ωB97M-V with the def2-TZVPD basis set.

The net charge is 0. The energy relative to the best compared isomer or geometry (same formula, charge and spin) is 116.6 kJ/mol. The lowest unoccupied orbital energy is 0.314 eV. The calculation puts the HOMO energy at -0.34818 hartree. The calculation puts the gap between HOMO and LUMO at 9.789 eV.

The geometry in XYZ format:
```
7
C2H3IO | the OMol25 dataset | ωB97M-V with the def2-TZVPD basis set
C 0.52104 0.55934 0.73926
C -0.01631 -0.57466 -0.50323
O 1.09740 1.51143 0.30687
I -2.02015 0.05361 -0.44158
H 0.20042 0.36988 1.78780
H 0.36414 -0.21754 -1.40281
H -0.14653 -1.70206 -0.48631
```

Let us look at the natural (NBO) charges, expressed in e, one per atom: 0.43 -0.64 -0.50 0.09 0.15 0.22 0.25

Computed, not measured: C2H3ISi as an isolated structure in a non-equilibrium geometry, with ωB97M-V with the def2-TZVPD basis set.

The net charge is 0. The energy relative to the best compared isomer or geometry (same formula, charge and spin) is 880.5 kJ/mol. The lowest unoccupied orbital energy (alpha / beta) is -1.117 / -2.176 eV. The calculation puts the HOMO energy (alpha / beta) at -0.30378 / -0.30273 hartree. The calculation puts the gap between HOMO and LUMO (alpha / beta) at 7.150 / 6.062 eV.

The geometry in XYZ format:
```
7
C2H3ISi | the OMol25 dataset | ωB97M-V with the def2-TZVPD basis set
C -0.23872 1.66125 -0.23509
C 1.63438 -0.65860 -1.28187
Si -0.81832 0.46978 1.00367
I 0.26028 0.66379 -2.04090
H -1.84328 0.67563 2.11759
H 1.36630 -2.11365 -1.36306
H -0.36064 -0.69819 1.79965
```

Let us look at the natural (NBO) charges, expressed in e, one per atom: -0.95 -0.61 0.99 0.78 -0.17 0.14 -0.17